The following is a quantum chemistry calculation of a cluster of 3 separate species, C24H51BN2O7P in total at a distorted geometry, from the Open Molecules 2025 dataset.

## Properties
Spin multiplicity: 3
Highest occupied orbital energy (spin up / spin down): -5.0 / -5.0 eV
Net charge: -1
Frontier orbital gap (spin up / spin down): 6.822 / 6.229 eV
Electronic energy: -52993.1551 eV

Each line ends with the Löwdin charge.
Geometry (Å):
1 C 2.285 -4.076 2.003  -0.061
2 C 3.360 -5.200 1.924  -0.229
3 O 4.685 -4.757 2.203  -0.035
4 C 4.931 -4.603 3.551  -0.499
5 O 5.620 -5.366 4.093  0.163
6 C 4.356 -3.422 4.335  -0.131
7 C 5.291 -2.871 5.418  -0.221
8 C 4.625 -1.596 6.039  -0.262
9 B 5.385 -0.191 5.651  -0.544
10 P 5.360 0.259 3.781  0.480
11 O 6.086 1.521 3.507  -0.377
12 O 5.970 -0.926 2.791  -0.209
13 O 3.769 0.492 3.305  -0.205
14 H 1.572 -4.111 1.179  0.063
15 H 2.773 -3.100 2.018  0.068
16 H 1.798 -4.197 2.975  0.069
17 H 3.286 -5.656 0.934  0.109
18 H 3.125 -6.006 2.636  0.118
19 H 3.370 -3.716 4.715  0.125
20 H 4.171 -2.605 3.625  0.087
21 H 6.272 -2.657 4.990  0.101
22 H 5.352 -3.620 6.215  0.101
23 H 4.607 -1.687 7.132  0.067
24 H 3.582 -1.537 5.684  0.071
25 H 6.554 -0.278 5.960  0.031
26 H 4.839 0.729 6.216  0.028
27 H 6.864 -0.656 2.541  0.060
28 H 3.489 -0.294 2.810  0.033
29 C -3.572 -3.690 -1.239  -0.039
30 C -3.094 -3.246 0.166  -0.488
31 C -4.173 -2.383 0.830  -0.137
32 C -4.271 -0.974 0.250  -0.176
33 C -2.904 -0.293 0.240  -0.128
34 C -1.820 -1.129 -0.444  -0.488
35 N -1.788 -2.534 0.058  -0.078
36 O -1.225 -2.532 1.225  -0.014
37 C -2.038 -1.108 -1.969  -0.034
38 C -0.474 -0.434 -0.261  -0.034
39 C -2.958 -4.551 0.954  -0.049
40 H -2.728 -3.914 -1.892  0.088
41 H -4.172 -4.599 -1.179  0.078
42 H -4.204 -2.951 -1.730  0.063
43 H -3.965 -2.298 1.902  0.125
44 H -5.144 -2.879 0.746  0.123
45 H -4.689 -1.002 -0.762  0.101
46 H -4.969 -0.381 0.846  0.111
47 H -2.984 0.680 -0.252  0.119
48 H -2.612 -0.088 1.276  0.128
49 H -1.339 -1.779 -2.473  0.092
50 H -1.871 -0.105 -2.367  0.074
51 H -3.047 -1.375 -2.275  0.059
52 H -0.222 -0.269 0.787  0.086
53 H -0.495 0.547 -0.734  0.064
54 H 0.334 -1.008 -0.718  0.095
55 H -2.196 -5.198 0.516  0.092
56 H -3.905 -5.093 0.945  0.082
57 H -2.706 -4.383 2.000  0.079
58 C -0.748 4.378 -5.525  -0.036
59 C -1.965 3.946 -4.671  -0.488
60 C -2.904 5.140 -4.468  -0.138
61 C -2.376 6.169 -3.472  -0.178
62 C -1.987 5.503 -2.155  -0.134
63 C -1.025 4.324 -2.334  -0.488
64 N -1.500 3.364 -3.378  -0.071
65 O -2.474 2.663 -2.883  -0.027
66 C 0.379 4.853 -2.688  -0.036
67 C -0.824 3.639 -0.981  -0.039
68 C -2.684 2.902 -5.530  -0.049
69 H 0.114 3.736 -5.339  0.090
70 H -0.970 4.304 -6.590  0.079
71 H -0.452 5.413 -5.357  0.064
72 H -3.876 4.784 -4.110  0.124
73 H -3.092 5.628 -5.428  0.125
74 H -1.521 6.707 -3.892  0.101
75 H -3.144 6.923 -3.286  0.112
76 H -1.539 6.245 -1.491  0.125
77 H -2.900 5.160 -1.656  0.125
78 H 1.058 4.032 -2.921  0.095
79 H 0.803 5.398 -1.844  0.089
80 H 0.390 5.551 -3.522  0.058
81 H -1.761 3.301 -0.538  0.078
82 H -0.378 4.332 -0.268  0.092
83 H -0.157 2.779 -1.065  0.081
84 H -2.051 2.029 -5.699  0.093
85 H -2.936 3.328 -6.502  0.084
86 H -3.620 2.567 -5.084  0.077